Density functional theory data (ωB97M-V/def2-TZVPD) for a structure of composition C29H42BiBrN5O12P2S.

XYZ file:
```
93
Properties=species:S:1:pos:R:3:mulliken_charge:R:1
Bi -0.236 0.699 -0.594 3.5861
C 2.719 2.296 -4.825 -1.9016
C 1.998 1.809 -3.570 0.6766
O 0.781 2.515 -3.332 -0.3773
P 1.603 0.027 -3.694 0.1695
O 2.987 -0.711 -3.724 -0.5112
O 1.011 -0.118 -5.169 -0.6686
O 0.643 -0.479 -2.678 -0.1325
P 3.097 1.955 -2.079 -0.0689
O 3.421 3.541 -2.096 -0.5495
O 4.342 1.164 -2.321 -0.8488
O 2.262 1.669 -0.864 -0.2365
H 2.113 2.115 -5.711 0.3996
H 3.677 1.785 -4.931 0.3759
H 2.910 3.366 -4.737 0.4436
H 1.019 3.379 -2.972 0.3885
H 3.679 -0.210 -3.187 0.4405
H 0.539 -0.962 -5.253 0.3505
H 4.306 3.689 -2.462 0.3688
N 0.977 0.083 1.423 -0.6965
C 1.571 1.331 1.951 0.3547
C 2.192 1.174 3.338 -0.7577
C 3.264 2.248 3.618 -1.1280
C 3.083 2.962 4.958 -0.9782
N 1.748 3.554 4.963 -0.1659
C 0.839 3.474 5.910 0.7584
N -0.441 3.666 5.575 -0.3533
N 1.166 3.203 7.182 -0.3952
C 0.524 2.466 1.849 0.3615
O 0.364 3.244 2.809 -0.9209
O -0.106 2.564 0.750 -0.6379
H 0.389 -0.394 2.097 0.0645
H 1.689 -0.548 1.065 0.4105
H 2.331 1.616 1.226 0.0235
H 2.639 0.182 3.409 0.5677
H 1.394 1.227 4.084 0.2718
H 3.230 3.007 2.831 0.4559
H 4.260 1.808 3.588 0.4975
H 3.836 3.745 5.056 0.3311
H 3.197 2.260 5.787 0.4585
H 1.335 3.623 4.020 0.5290
H -0.675 3.714 4.591 0.2216
H -1.167 3.722 6.265 0.1733
H 2.129 3.215 7.466 0.2259
H 0.470 3.236 7.904 0.2099
O -0.992 -1.720 -0.276 -0.5786
S -2.268 -2.227 -0.931 0.6639
C -3.346 -2.840 0.438 -1.2079
C -2.599 -3.588 1.494 -0.0204
C -1.761 -2.911 2.379 0.4753
C -1.031 -3.608 3.329 -1.0514
C -1.134 -4.990 3.414 -0.5175
C -1.981 -5.672 2.552 -0.6801
C -2.706 -4.974 1.596 -0.3993
C -1.818 -3.877 -1.586 -1.2905
C -0.664 -3.826 -2.539 0.1406
C -0.882 -3.745 -3.911 -0.0223
C 0.189 -3.772 -4.795 -0.9184
C 1.488 -3.857 -4.309 -0.3579
C 1.712 -3.903 -2.940 -0.6492
C 0.641 -3.893 -2.061 -0.1354
H -4.108 -3.447 -0.054 0.6137
H -3.811 -1.935 0.820 0.4331
H -1.689 -1.831 2.314 0.4216
H -0.374 -3.076 4.007 0.4526
H -0.567 -5.534 4.159 0.4005
H -2.069 -6.749 2.614 0.3979
H -3.373 -5.509 0.929 0.4136
H -2.725 -4.233 -2.081 0.6221
H -1.591 -4.502 -0.724 0.4158
H -1.897 -3.691 -4.292 0.4012
H 0.006 -3.747 -5.863 0.4629
H 2.323 -3.896 -4.999 0.3960
H 2.725 -3.955 -2.562 0.4076
H 0.811 -3.945 -0.991 0.3470
Br -3.806 3.093 -6.222 -0.1342
C -3.107 2.398 -4.620 0.1306
C -3.134 3.163 -3.465 -0.8052
C -2.580 2.621 -2.320 -0.3803
N -2.033 1.404 -2.292 0.2172
C -2.021 0.675 -3.411 0.2372
C -2.552 1.130 -4.602 -1.0441
H -3.568 4.152 -3.458 0.4563
H -2.563 3.173 -1.384 0.4901
H -1.540 -0.298 -3.348 0.2882
H -2.511 0.524 -5.495 0.4716
C -3.017 0.871 3.007 -0.9299
O -1.897 0.815 2.105 0.0559
C -2.155 0.671 0.778 0.3566
O -3.282 0.487 0.376 -0.6610
H -2.759 1.595 3.776 0.1753
H -3.182 -0.109 3.456 0.2808
H -3.912 1.180 2.476 0.3715
```

The gap between HOMO and LUMO is 8.3056 eV. Its spin multiplicity is 1. The value obtained for the energy above the lowest of the compared OMol25 structures with the same formula, charge and spin is 23.88 kcal/mol. The net charge is +1.